Record 1
This record from OMol25 describes a molecular structure, C23H14ClIN3O4Pd. The level of theory is the ωB97M-V functional and the def2-TZVPD basis.

- electronic energy (Ha) = -2235.938182
- charge = -1
- orbital gap (spin up / spin down) (eV) = 6.58 / 6.63
- ⟨S²⟩ = 2.013
- maximum force (eV/A) = 1.282
- multiplicity = 3

```
47
Properties=species:S:1:pos:R:3:lowdin_charge:R:1
Pd -0.01199 0.92354 -0.92145 1.15
O -0.13428 0.24628 4.46588 0.03
C 1.19176 0.31731 4.27321 -0.28
C 2.02161 0.11305 5.37473 -0.03
C 3.39388 0.23014 5.25610 -0.10
C 3.96708 0.54884 4.03050 -0.11
C 3.15544 0.71231 2.92329 -0.03
C 1.77042 0.59206 3.01774 -0.08
C 0.96464 0.75711 1.78075 -0.43
O 1.55497 0.69150 0.65735 -0.08
N -0.33978 0.96905 1.96419 0.03
N -0.98213 1.29111 0.81541 -0.14
C -2.22180 1.62724 0.79444 -0.08
C -2.79383 2.15174 -0.42117 -0.17
C -4.18052 2.21966 -0.58736 -0.08
C -4.74987 2.67754 -1.75750 -0.13
C -3.92083 3.04140 -2.82136 -0.11
C -2.54987 2.99914 -2.69241 -0.03
C -1.92546 2.63430 -1.47494 -0.41
O -0.65451 2.86787 -1.30628 -0.18
H -0.54964 0.58068 3.62067 0.06
H 1.56060 -0.11825 6.32690 0.11
H 4.01672 0.08311 6.13020 0.09
H 5.04004 0.66582 3.94496 0.09
H 3.57135 0.93434 1.94939 0.11
H -2.82814 1.50995 1.69446 0.13
H -4.81564 1.88696 0.22786 0.10
H -5.82612 2.74821 -1.85379 0.08
H -4.35686 3.36711 -3.75890 0.09
H -1.89959 3.30166 -3.50398 0.11
Cl 1.74219 -5.26690 -3.60855 0.64
C 1.57242 -3.56306 -3.26509 -0.63
C 2.36156 -2.66648 -3.94320 -0.19
C 2.22195 -1.30477 -3.70341 -0.64
I 3.36064 0.09525 -4.76776 0.86
C 1.31073 -0.76881 -2.77737 -0.46
O 1.13658 0.49278 -2.63520 -0.21
C 0.57551 -1.74387 -1.99985 -0.13
N -0.20749 -1.26363 -0.99550 0.03
C -0.90609 -2.10572 -0.26901 -0.12
C -0.94505 -3.47634 -0.53311 -0.05
C -0.17942 -3.99486 -1.54373 -0.03
C 0.65917 -3.13473 -2.28360 -0.18
H 3.08767 -3.02405 -4.65958 0.09
H -1.46796 -1.67768 0.55370 0.11
H -1.58128 -4.11857 0.06092 0.10
H -0.20879 -5.04934 -1.77856 0.09
```


Record 2
This record from OMol25 describes C3H2N2S in the gas phase. The level of theory is the ωB97M-V functional and the def2-TZVPD basis.

- electronic energy (Ha) = -623.154871
- charge = 0
- orbital gap (eV) = 7.08
- maximum force (eV/A) = 3.245
- structure (SMILES) = S=C1C=NC=N1

```
8
Properties=species:S:1:pos:R:3:lowdin_charge:R:1
S 1.80296 1.71590 0.69584 0.78
C 0.51960 0.73882 0.30303 -0.84
C 0.78212 -0.59578 -0.32388 -0.15
N -0.36824 -1.13741 -0.52081 0.07
C -1.31626 -0.21815 -0.06325 -0.14
N -0.82268 0.89285 0.42998 0.05
H 1.79779 -0.96561 -0.45408 0.11
H -2.39529 -0.43061 -0.06683 0.13
```


Record 3
This record from OMol25 describes a molecular structure, C29H64BCl26InNO. The level of theory is the ωB97M-V functional and the def2-TZVPD basis.

- electronic energy (Ha) = -13453.274013
- charge = -1
- orbital gap (eV) = 4.12
- maximum force (eV/A) = 3.247

```
123
Properties=species:S:1:pos:R:3:lowdin_charge:R:1
C 2.31330 -7.10565 -1.45038 -0.11
B 2.57810 -6.52270 -2.91760 -0.60
O 3.13452 -7.36495 -3.90716 -0.03
In 1.99949 -4.31949 -3.34397 0.41
C 0.05589 -3.96725 -2.20623 -0.35
C -1.06947 -4.73394 -2.88936 -0.41
N -1.25938 -6.07464 -2.27907 -0.02
H 3.17536 -6.97432 -0.79752 0.05
H 2.03525 -8.16046 -1.53853 0.01
H 1.47103 -6.58877 -0.99866 0.02
H 2.40195 -7.59897 -4.50057 0.07
H 1.52852 -4.20189 -5.08869 -0.11
H 3.26094 -3.16898 -2.87414 -0.14
H -0.10714 -2.89612 -2.24340 -0.02
H 0.15577 -4.28162 -1.17161 0.01
H -2.02524 -4.21401 -2.76855 0.02
H -0.83507 -4.85437 -3.94838 0.06
H -0.40302 -6.61482 -2.36956 0.01
H -1.92295 -6.54664 -2.88840 0.05
Cl 5.66334 -2.42067 -4.30391 0.55
C 6.29632 -0.85055 -3.75526 -0.71
C 5.62168 -0.38471 -2.48736 -0.77
Cl 3.91920 0.06776 -2.75170 0.54
H 6.17108 -0.13048 -4.56013 0.04
H 7.36190 -0.98386 -3.57625 0.04
H 6.12628 0.50318 -2.11301 0.02
H 5.65268 -1.15184 -1.71641 -0.14
Cl 8.31978 1.62449 -3.34387 0.60
C 7.83999 3.34348 -3.37248 -0.68
C 6.36021 3.50163 -3.61736 -0.67
Cl 5.90120 3.01132 -5.26733 0.56
H 8.42808 3.84212 -4.13966 0.07
H 8.10972 3.76921 -2.40724 -0.02
H 6.07896 4.54718 -3.50796 0.04
H 5.77197 2.91239 -2.91621 0.06
Cl -1.31185 -12.10352 -0.78368 0.51
C -1.44827 -10.36235 -0.40466 -0.66
C -1.70106 -9.52592 -1.63080 -0.66
Cl -0.29205 -9.47837 -2.71477 0.59
H -0.53518 -10.05751 0.09942 0.07
H -2.28041 -10.25553 0.28903 0.07
H -1.90209 -8.49505 -1.33483 0.06
H -2.55214 -9.89615 -2.19746 0.07
Cl -3.81963 -2.55840 -1.94828 0.55
C -3.60696 -3.09079 -0.26007 -0.65
C -2.98030 -2.01281 0.59222 -0.68
Cl -1.30214 -1.67761 0.11661 0.56
H -3.00059 -3.99554 -0.27941 0.07
H -4.59213 -3.33933 0.13002 0.02
H -2.97188 -2.32755 1.63614 0.07
H -3.53424 -1.08204 0.51840 0.01
Cl 1.80519 -0.56478 0.16723 0.56
C 2.35074 0.52034 1.46265 -0.67
C 2.16257 -0.07237 2.83354 -0.72
Cl 0.44416 -0.21336 3.29572 0.53
H 1.82016 1.46413 1.35735 0.07
H 3.41275 0.69896 1.29708 0.05
H 2.63572 0.56695 3.57771 0.06
H 2.60270 -1.05908 2.89367 0.00
Cl 8.61311 1.90573 0.27731 0.59
C 10.20853 1.42899 0.90900 -0.63
C 10.67501 0.12295 0.31805 -0.59
Cl 9.69492 -1.25779 0.87200 0.67
H 10.13990 1.37704 1.99282 0.08
H 10.91078 2.21800 0.64620 0.03
H 11.70118 -0.07188 0.62621 0.08
H 10.63738 0.14556 -0.76821 0.08
Cl -6.65510 -2.70181 1.94468 0.57
C -6.99104 -0.96050 2.14775 -0.69
C -7.36297 -0.28881 0.85264 -0.67
Cl -5.99142 -0.17611 -0.28390 0.59
H -6.11582 -0.50244 2.59747 0.04
H -7.81841 -0.88253 2.84850 0.04
H -7.68308 0.73034 1.05121 -0.01
H -8.17329 -0.81106 0.34861 0.06
Cl -9.31495 2.51425 0.41367 0.61
C -9.43208 2.31165 -1.35492 -0.62
C -10.78924 1.81525 -1.77708 -0.66
Cl -11.08416 0.13635 -1.25389 0.54
H -8.64110 1.63193 -1.66468 0.07
H -9.23817 3.28776 -1.79642 0.05
H -10.85835 1.82694 -2.86327 0.07
H -11.58379 2.43697 -1.37250 0.07
Cl -7.69330 5.69573 -0.83667 0.55
C -7.55655 5.31356 0.90139 -0.69
C -6.91794 6.43420 1.67988 -0.71
Cl -5.19217 6.64089 1.28151 0.54
H -6.99602 4.38761 0.99562 0.06
H -8.56688 5.14092 1.26424 0.04
H -6.97241 6.21360 2.74559 0.08
H -7.41408 7.39134 1.49844 -0.07
Cl -6.53518 11.68072 3.71787 0.54
C -6.64191 11.44287 1.95504 -0.66
C -8.00110 10.94998 1.53135 -0.63
Cl -8.30602 9.28164 2.08490 0.63
H -5.85855 10.74842 1.66170 0.07
H -6.44270 12.40720 1.49098 0.07
H -8.06573 10.93855 0.44476 0.08
H -8.79460 11.58437 1.91754 0.07
Cl -4.72909 -2.46121 5.65977 0.55
C -5.96691 -1.89648 6.80683 -0.67
C -7.17432 -1.33395 6.10256 -0.65
Cl -6.80382 0.19454 5.26334 0.57
H -5.50886 -1.15776 7.45963 0.07
H -6.26225 -2.75521 7.40764 0.07
H -7.95755 -1.11707 6.82716 0.07
H -7.56681 -2.03419 5.36824 0.07
Cl 6.33603 -1.56994 -0.14111 0.74
C 6.91238 -0.48448 1.14379 -0.74
C 6.77866 -1.10125 2.51402 -0.65
Cl 5.07276 -1.28070 3.00292 0.63
H 6.35371 0.44607 1.07182 0.05
H 7.96086 -0.27359 0.93895 -0.13
H 7.25498 -0.45908 3.25368 0.07
H 7.24495 -2.08207 2.55710 0.06
Cl 9.94555 4.66866 0.35141 0.58
C 9.44720 6.37688 0.31990 -0.64
C 7.96521 6.52332 0.08718 -0.63
Cl 7.48882 6.02342 -1.55771 0.63
H 10.02328 6.88099 -0.45197 0.07
H 9.71065 6.80838 1.28423 0.07
H 7.68226 7.56889 0.19691 0.07
H 7.38626 5.93407 0.79341 0.07
```


Record 4
This record from OMol25 describes a molecular structure, C22H16F8I3NO9P. The level of theory is the ωB97M-V functional and the def2-TZVPD basis.

- electronic energy (Ha) = -3612.319104
- charge = +1
- orbital gap (eV) = 6.24
- maximum force (eV/A) = 9.416

```
60
Properties=species:S:1:pos:R:3:lowdin_charge:R:1
O -2.66077 3.88749 3.93993 -0.11
C -1.56037 3.69815 4.67218 -0.66
I -0.84292 5.30186 6.04784 0.83
C -0.61960 2.31590 4.61738 -0.13
C -0.87889 1.55487 3.16031 0.04
C 0.23839 1.94409 1.97601 -0.04
P 1.61773 3.21221 2.31890 0.74
O 1.11931 4.52941 3.10627 -0.36
O 2.80530 2.40098 3.36216 -0.20
O 2.49785 3.81086 0.95757 -0.16
C 0.01636 1.13009 0.53069 0.11
C 1.13529 1.44748 -0.62505 -0.44
O 0.95826 2.51959 -1.40178 -0.10
O 2.33127 0.58896 -0.88725 -0.61
I 2.70391 0.88756 -2.89075 1.22
C -1.22395 0.07483 0.25859 0.11
C -1.53328 -0.71858 -1.14333 -0.14
F -2.92956 -0.28576 -1.54268 0.01
F -0.72556 -0.31863 -2.31455 0.03
C -1.39506 -2.36872 -1.03086 -0.06
F -2.65633 -3.08026 -1.46537 0.03
F -0.96035 -2.80350 0.35066 0.02
C -0.21754 -3.00128 -2.02539 -0.14
F -0.17245 -4.46489 -1.64222 0.03
F 1.14373 -2.49131 -1.73869 0.04
F -0.59468 -3.00251 -3.46391 0.06
C -2.23133 -0.17120 1.57309 0.08
C -3.46729 -1.24042 1.46496 -0.11
C -3.29433 -2.56343 2.47559 -0.14
C -4.65725 -2.83374 3.38688 -0.12
F -5.26503 -4.14137 2.93542 -0.14
N -2.04365 0.57076 2.91500 0.02
C -2.99159 0.38849 4.11100 -0.13
C -2.39626 -0.71690 5.21745 -0.66
O -1.14439 -1.22241 5.03516 -0.12
I -3.65782 -1.26368 6.95653 0.88
H -1.00738 1.67155 5.54503 0.13
H 0.50771 2.51892 4.85366 0.12
H 2.82849 1.44829 3.01006 0.09
H 3.21419 3.14303 0.74268 0.10
H -4.46950 -0.68326 1.79733 0.13
H -3.67836 -1.69109 0.41642 0.12
H -3.20209 -3.52656 1.77586 0.14
H -2.30660 -2.53282 3.10207 0.11
H -5.50743 -2.02477 3.16767 0.13
H -4.43669 -2.97162 4.52777 0.07
H -3.21714 1.42022 4.67053 0.15
H -4.05321 -0.01089 3.82849 0.13
C 4.03985 -0.73178 -6.33072 0.02
C 4.75820 -1.44810 -7.20089 0.04
C 5.67762 -0.79679 -8.15466 -0.37
O 6.33400 -1.45149 -8.95280 0.12
C 5.77362 0.67578 -8.10850 0.04
C 5.05528 1.39210 -7.23833 0.03
C 4.13586 0.74078 -6.28456 -0.38
O 3.47948 1.39549 -5.48641 -0.10
H 3.36034 -1.19370 -5.62493 0.11
H 4.69949 -2.52896 -7.24670 0.13
H 6.45314 1.13770 -8.81429 0.13
H 5.11398 2.47296 -7.19251 0.13
```


Record 5
This record from OMol25 describes 2 unconnected molecules or ions with the total composition C8H10BFO3. The level of theory is the ωB97M-V functional and the def2-TZVPD basis.

- electronic energy (Ha) = -661.229220
- charge = 0
- orbital gap (eV) = 7.55
- maximum force (eV/A) = 3.944
- structure (SMILES) = COC1=CC/C(=C\F)C=C1.O=BO

```
23
Properties=species:S:1:pos:R:3:lowdin_charge:R:1
C -0.68184 -0.63182 3.75658 -0.09
O -0.38777 -1.44080 2.64782 -0.09
C -0.13580 -0.71666 1.51532 -0.33
C 0.57503 0.36086 1.33244 -0.03
C 0.43266 1.04438 0.01249 -0.10
C -0.54478 0.45432 -0.98569 -0.22
C -1.06864 1.04985 -2.00589 -0.19
F -0.80810 2.27040 -2.26348 0.11
C -0.87123 -0.91087 -0.78816 -0.07
C -0.51897 -1.53688 0.32729 0.01
H -0.52165 0.41989 3.50943 0.07
H 0.00832 -0.91315 4.52781 0.08
H -1.78696 -0.75563 4.11355 0.12
H 1.05832 0.91422 2.19267 0.14
H -0.01066 1.93735 0.28284 0.10
H 1.21537 1.38808 -0.59630 0.11
H -1.83620 0.56736 -2.67100 0.16
H -1.37584 -1.44628 -1.51027 0.09
H -0.63345 -2.68541 0.47208 0.15
O 0.79159 0.88256 -4.36699 0.16
B 1.52154 0.10415 -3.82717 -0.54
O 2.35164 -0.41461 -2.93817 0.19
H 3.22741 0.05869 -2.73721 0.18
```


Record 6
This record from OMol25 describes a molecular structure, C37H44InN8OPS3. The level of theory is the ωB97M-V functional and the def2-TZVPD basis.

- electronic energy (Ha) = -3675.756579
- charge = 0
- orbital gap (eV) = 6.69
- maximum force (eV/A) = 0.761

```
95
Properties=species:S:1:pos:R:3:lowdin_charge:R:1
In -1.76169 -0.32095 -1.22922 0.25
N -2.94465 2.27405 1.94162 0.09
C -2.15283 2.78451 2.94917 -0.33
C -2.75548 3.49990 3.99798 -0.04
C -2.01236 4.00887 5.04013 -0.09
C -0.63135 3.82928 5.07771 -0.10
C -0.03083 3.11528 4.05952 -0.09
C -0.76108 2.57070 2.99877 -0.31
P 0.07676 1.58368 1.70010 1.09
C 1.18516 2.84388 0.95616 -0.38
C 0.73866 4.15806 0.81597 -0.10
C 1.47837 5.09031 0.10350 -0.08
C 2.68642 4.73229 -0.47958 -0.09
C 3.14845 3.43085 -0.33968 -0.10
C 2.40126 2.49650 0.36581 -0.13
C 1.22337 0.52933 2.67638 -0.35
C 0.75612 -0.75308 2.97465 -0.10
C 1.52696 -1.64058 3.71477 -0.09
C 2.79112 -1.26596 4.15013 -0.10
C 3.27263 0.00186 3.85098 -0.08
C 2.49303 0.89390 3.12530 -0.10
H -2.54984 2.15343 1.01260 -0.03
H -3.89357 2.60929 1.91407 0.10
H -3.82854 3.65412 3.96903 0.11
H -2.51074 4.55785 5.82978 0.10
H -0.04154 4.23677 5.88783 0.10
H 1.04239 2.96460 4.08301 0.10
H -0.20473 4.45226 1.25885 0.11
H 1.10685 6.10229 0.00380 0.10
H 3.26691 5.46294 -1.02807 0.10
H 4.10059 3.14239 -0.77043 0.10
H 2.78675 1.49067 0.47433 0.08
H -0.22314 -1.05298 2.62263 0.08
H 1.13794 -2.62437 3.95048 0.11
H 3.39660 -1.95527 4.72556 0.10
H 4.25555 0.30268 4.19242 0.10
H 2.88114 1.88095 2.90324 0.10
C -4.64510 1.68107 -3.92976 -0.13
C -3.74975 1.55050 -2.71044 -0.78
S -4.19722 0.30103 -1.54079 0.54
C -2.66461 2.32544 -2.55860 -0.75
C -2.22197 3.34541 -3.57931 -0.13
S -1.55195 2.16484 -1.17439 0.60
H -5.37567 0.87643 -3.94619 0.05
H -4.07180 1.63381 -4.85782 0.08
H -5.18747 2.63047 -3.92478 0.08
H -3.02790 3.61995 -4.25884 0.06
H -1.39026 2.96102 -4.18045 0.07
H -1.86998 4.25506 -3.08956 0.06
N -2.72041 -2.64357 0.78066 0.00
C -3.14566 -3.14461 1.94945 -0.09
C -3.22683 -2.09170 2.83397 -0.06
C -2.83023 -0.96781 2.09201 -0.14
N -2.52368 -1.32056 0.85004 -0.04
H -2.56569 -3.09874 -0.12029 0.05
H -3.36593 -4.19285 2.05830 0.12
H -3.54235 -2.12391 3.86241 0.09
H -2.77858 0.07144 2.37916 0.08
C 0.08188 -6.10379 0.17067 -0.03
C -0.12846 -5.43020 -1.15532 -0.34
C 0.53924 -5.85344 -2.29379 -0.03
C 0.27245 -5.15481 -3.45736 -0.13
N -0.57128 -4.13340 -3.51082 0.05
C -1.18748 -3.78701 -2.36732 -0.77
S -2.41449 -2.53563 -2.43609 0.64
N -0.98322 -4.40915 -1.18884 0.08
H 0.45000 -7.12109 0.04781 0.08
H -0.84788 -6.11830 0.73672 0.08
H 0.82223 -5.55410 0.75603 0.06
H 1.22145 -6.69172 -2.27599 0.10
H 0.75024 -5.43088 -4.39234 0.11
C 2.99624 -3.16527 0.63827 -0.03
N 2.08680 -2.23634 -0.00062 -0.14
C 2.63408 -1.12491 -0.75639 -0.01
C 0.76755 -2.32460 0.16139 -0.30
O -0.05037 -1.50981 -0.26517 -0.10
H 3.66132 -3.61900 -0.09748 0.10
H 2.42601 -3.95320 1.12626 0.08
H 3.59236 -2.65316 1.39617 0.09
H 3.67262 -0.97600 -0.46222 0.10
H 2.05958 -0.23127 -0.54009 0.07
H 2.57895 -1.32452 -1.82734 0.09
H 0.43634 -3.19359 0.73812 0.14
C 2.97423 1.53545 -3.98404 0.00
N 1.84310 0.65458 -3.74230 -0.12
C 1.59738 -0.56441 -4.33546 -0.06
C 0.43518 -1.02564 -3.79124 -0.11
N -0.02471 -0.10293 -2.88122 0.00
C 0.84065 0.88826 -2.87415 -0.19
H 3.48165 1.21986 -4.89188 0.09
H 3.67860 1.50190 -3.15333 0.08
H 2.62737 2.55831 -4.11284 0.10
H 2.24503 -0.96907 -5.09424 0.12
H -0.11565 -1.91707 -4.02155 0.06
H 0.75337 1.78294 -2.27607 0.09
```